[1]
ORCA calculation (the ωB97M-V functional and the def2-TZVPD basis) on C5H13NSi2 in the gas phase in a non-equilibrium geometry.

Values from the calculation:
- M (g/mol) = 143.34
- SMILES = C=C[SiH2]N[Si@@H](C)C=C
- E (eV) = -22640.3038

CARTESIAN COORDINATES (ANGSTROEM)
C (1.5604, 2.5274, 0.9077)
C (1.8069, 1.7363, -0.1090)
Si (0.6403, 1.2599, -1.5044)
N (-0.7300, 0.5284, -0.7325)
Si (-0.7824, -0.4220, 0.7102)
C (-2.2768, -1.3833, 0.3284)
C (0.7307, -1.4902, 0.8545)
C (0.8722, -2.6986, 1.3701)
H (2.2859, 2.5834, 1.6323)
H (0.6413, 3.0325, 0.9380)
H (2.7060, 1.1548, -0.0869)
H (-0.1750, 2.4484, -1.9216)
H (1.3418, 0.5548, -2.6085)
H (-1.4671, 0.2923, -1.3998)
H (-0.9648, 0.1755, 2.0192)
H (-1.8991, -2.3608, 0.1882)
H (-3.1557, -1.5235, 1.0420)
H (-2.6688, -1.0462, -0.6525)
H (1.6164, -1.1205, 0.2820)
H (1.6675, -3.4512, 1.2637)
H (-0.0312, -3.1246, 1.8459)

These are the Mulliken partial charges, in e, on atoms 1 to 8: -0.58 -0.41 0.25 -0.10 0.26 -1.02 -0.09 -0.55

***

[2]
ORCA calculation (the ωB97M-V functional and the def2-TZVPD basis) on a molecular structure, C5H13NaO2 in a non-equilibrium geometry.

Values from the calculation:
- M (g/mol) = 128.15
- E (eV) = -13904.5625

CARTESIAN COORDINATES (ANGSTROEM)
C (-2.3684, 0.7465, -1.4753)
O (-1.1668, 0.2380, -0.9467)
C (-1.3303, -0.8133, 0.0636)
H (-2.1065, 1.4295, -2.2949)
H (-3.0160, -0.0566, -1.8667)
H (-2.9193, 1.2952, -0.6935)
H (-1.8357, -0.2955, 0.8989)
H (-2.0064, -1.6146, -0.2773)
C (2.4880, 1.3289, 0.9177)
O (1.5831, 0.4177, 0.3322)
C (0.9125, -0.4007, 1.2757)
C (-0.0205, -1.3773, 0.5829)
H (2.9614, 1.9062, 0.1143)
H (1.9626, 2.0153, 1.6015)
H (3.2771, 0.7843, 1.4611)
H (0.3485, 0.2407, 1.9763)
H (1.6729, -0.9610, 1.8457)
H (-0.2748, -2.1554, 1.3164)
H (0.5136, -1.8873, -0.2348)
Na (0.8929, 0.5415, -1.8382)
H (0.4319, -1.3820, -2.7588)

These are the Mulliken partial charges, in e, on atoms 1 to 8: -0.71 -0.26 -0.59 0.21 0.30 0.30 0.34 0.34

***

[3]
ORCA calculation (the ωB97M-V functional and the def2-TZVPD basis) on 2 unconnected molecules or ions with the total composition C5H13O2 in a non-equilibrium geometry.

Values from the calculation:
- M (g/mol) = 105.16
- charge = -1
- E (eV) = -9489.9821

CARTESIAN COORDINATES (ANGSTROEM)
C (1.3351, 0.7460, -0.6634)
O (0.5886, 1.8286, -0.8839)
C (1.1673, -0.4333, -1.7013)
C (0.2040, -1.5100, -1.1557)
C (-1.1337, -0.9094, -0.7645)
C (-2.0429, -1.9628, -0.0942)
H (2.4369, 0.9206, -0.5487)
H (1.0959, 0.2351, 0.3224)
H (2.1584, -0.8544, -1.9027)
H (0.7474, -0.0361, -2.6298)
H (0.7604, -1.9638, -0.3259)
H (-0.0168, -2.3020, -1.8611)
H (-1.6413, -0.6295, -1.6791)
H (-0.9499, -0.0573, -0.1127)
H (-1.7070, -2.9452, -0.4556)
H (-3.0639, -1.9247, -0.4472)
H (-2.0730, -1.9788, 0.9861)
H (0.5347, 4.1346, 5.2623)
H (0.5076, 4.9805, 3.9775)
O (1.0920, 4.6618, 4.6773)

These are the Mulliken partial charges, in e, on atoms 1 to 8: -0.57 -0.89 -0.51 -1.04 -0.04 -1.18 0.26 0.18

***

[4]
ORCA calculation (the ωB97M-V functional and the def2-TZVPD basis) on a molecular structure, C5H13O3Pr in a non-equilibrium geometry.

Values from the calculation:
- spin multiplicity = 3
- M (g/mol) = 262.06
- charge = +2
- E (eV) = -25587.7852

CARTESIAN COORDINATES (ANGSTROEM)
C (2.5426, 1.6455, 0.8484)
O (1.3866, 0.9853, 0.3339)
H (2.2576, 2.3290, 1.6590)
H (3.2332, 0.8736, 1.1998)
H (3.0224, 2.2220, 0.0471)
C (0.5022, 1.7711, -0.4419)
O (-0.7751, 1.2530, -0.2731)
C (-1.3644, 0.5850, -1.3947)
C (-2.2085, -0.5472, -0.8693)
O (-1.3755, -1.4157, -0.1048)
C (-2.0015, -2.6435, 0.2653)
H (0.8375, 1.7280, -1.4878)
H (0.4648, 2.7736, 0.0032)
H (-0.5783, 0.2050, -2.0628)
H (-2.0007, 1.2933, -1.9395)
H (-3.0203, -0.1771, -0.2253)
H (-2.6315, -1.1044, -1.7167)
H (-2.5509, -3.0303, -0.6027)
H (-2.6537, -2.4838, 1.1346)
H (-1.2178, -3.3669, 0.5144)
Pr (0.2446, -0.6764, 1.2292)
H (0.6917, -1.5946, 2.9523)

These are the Mulliken partial charges, in e, on atoms 1 to 8: -0.74 -0.25 0.37 0.32 0.35 -0.32 -0.43 -0.51

***

[5]
ORCA calculation (the ωB97M-V functional and the def2-TZVPD basis) on a gas-phase ion, C5H13O4Si (charge +1) in a non-equilibrium geometry.

Values from the calculation:
- M (g/mol) = 165.24
- charge = +1
- E (eV) = -21456.6700

CARTESIAN COORDINATES (ANGSTROEM)
C (-1.2973, -0.4801, -0.8657)
C (-2.3468, -0.5267, 0.2942)
C (2.5564, 2.1624, -0.1372)
C (3.1920, -2.4737, 0.3508)
C (-3.7930, 1.2352, 0.2995)
O (-0.0037, -0.9667, -0.3845)
O (1.6356, 1.1741, -0.3786)
O (2.7144, -1.1348, 0.1875)
O (-3.6034, -0.1098, 0.0836)
Si (1.3997, -0.3185, -0.2041)
H (-1.6263, -1.2131, -1.5741)
H (-1.2824, 0.4586, -1.3340)
H (-2.4887, -1.6410, 0.4714)
H (-1.8606, -0.0963, 1.2076)
H (2.0883, 3.0538, -0.3943)
H (3.4638, 1.9147, -0.6517)
H (2.9777, 2.1571, 0.8728)
H (4.2071, -2.3906, 0.3011)
H (2.8954, -3.0097, -0.5460)
H (2.8939, -2.7359, 1.3772)
H (-3.7062, 1.5211, 1.3626)
H (-3.2667, 1.9582, -0.4072)
H (-4.7494, 1.4619, 0.0691)

These are the Mulliken partial charges, in e, on atoms 1 to 8: -0.35 -0.38 -0.50 -0.54 -0.76 -0.19 -0.20 -0.38

***

[6]
ORCA calculation (the ωB97M-V functional and the def2-TZVPD basis) on 2 unconnected molecules or ions with the total composition C5H13OS in a non-equilibrium geometry.

Values from the calculation:
- M (g/mol) = 121.22
- charge = -1
- E (eV) = -18277.9607

CARTESIAN COORDINATES (ANGSTROEM)
C (1.4366, -2.7921, -0.2544)
C (0.3896, -1.7433, -0.7807)
S (0.0823, -2.0069, -2.5382)
H (2.3506, -2.7923, -0.9161)
H (1.0590, -3.8111, -0.2505)
H (1.7776, -2.4415, 0.7269)
H (-0.5750, -1.8786, -0.3045)
H (0.8246, -0.7603, -0.6104)
H (-1.1145, -1.3494, -2.5611)
C (-1.0939, 0.8736, 1.4388)
O (-1.5756, -0.0363, 0.5283)
C (-0.9129, 2.2733, 0.8710)
C (0.2218, 2.3690, -0.1496)
H (-0.0679, 0.5226, 1.8308)
H (-1.7347, 0.9120, 2.3473)
H (-0.7732, 3.0239, 1.6735)
H (-1.8789, 2.4972, 0.3364)
H (0.2430, 3.3317, -0.5981)
H (0.0860, 1.6869, -1.0083)
H (1.2555, 2.1218, 0.2191)

These are the Mulliken partial charges, in e, on atoms 1 to 8: -1.14 0.01 -0.35 0.30 0.32 0.31 0.29 0.09

***

[7]
ORCA calculation (the ωB97M-V functional and the def2-TZVPD basis) on 2 unconnected molecules or ions with the total composition C5H13P in a non-equilibrium geometry.

Values from the calculation:
- M (g/mol) = 104.13
- E (eV) = -14682.6341

CARTESIAN COORDINATES (ANGSTROEM)
C (-0.8711, -0.9406, -0.8179)
C (-0.5123, -0.0759, 1.5195)
C (-1.4101, 1.4305, -0.2516)
C (2.3039, -0.5957, 0.0800)
C (-0.4639, 0.2610, 0.0263)
P (1.2875, 0.9037, -0.2936)
H (-1.8974, -1.2234, -0.5839)
H (-0.8097, -0.6936, -1.8753)
H (-0.2372, -1.8050, -0.6283)
H (0.0807, -0.9571, 1.7502)
H (-1.5388, -0.2679, 1.8293)
H (-0.1345, 0.7584, 2.1135)
H (-2.4348, 1.1579, -0.0014)
H (-1.1287, 2.2965, 0.3459)
H (-1.3734, 1.7140, -1.3010)
H (2.4683, -0.6712, 1.1547)
H (3.2678, -0.4543, -0.4064)
H (1.8551, -1.5148, -0.2896)
H (1.5488, 0.6774, -2.3704)

These are the Mulliken partial charges, in e, on atoms 1 to 8: -1.61 -1.77 -1.78 -1.00 1.48 0.00 0.42 0.40

***

[8]
ORCA calculation (the ωB97M-V functional and the def2-TZVPD basis) on 2 unconnected molecules or ions with the total composition C5H14 in a non-equilibrium geometry.

Values from the calculation:
- spin multiplicity = 2
- M (g/mol) = 74.17
- charge = -1
- E (eV) = -5409.9372

CARTESIAN COORDINATES (ANGSTROEM)
C (-1.1371, -2.2665, -0.1680)
C (-2.0131, -1.1798, 0.5005)
H (-1.6694, -3.2148, -0.1123)
H (-0.9415, -2.1572, -1.2515)
H (-0.1688, -2.3070, 0.3567)
H (-2.6706, -0.6332, -0.1971)
H (-2.6450, -1.7124, 1.2111)
H (-1.3174, -0.4812, 0.9498)
C (1.4356, 1.7584, -0.3710)
C (2.0026, 1.0106, 0.8281)
C (0.1456, 1.1741, -0.8778)
H (1.2908, 2.8169, -0.1675)
H (2.2442, 1.6758, -1.1028)
H (2.9003, 1.3963, 1.3081)
H (-0.6111, 1.2156, -0.0755)
H (-0.1941, 1.7518, -1.7485)
H (-0.0751, 0.1830, -1.2642)
H (1.2441, 0.9960, 1.6556)
H (2.1798, -0.0264, 0.5264)

These are the Mulliken partial charges, in e, on atoms 1 to 8: -2.34 -0.76 0.97 0.38 0.31 0.36 0.76 -0.30